Entry 1:
{
  "formula": "FH3OSi",
  "method": "wB97M-V/def2-TZVPD",
  "lumo_energy_ev": 0.78,
  "e_homo_ev": -11.5,
  "spin_multiplicity": 1,
  "charge": 0,
  "homo_lumo_gap_ha": 0.4504,
  "smiles": "O[SiH2]F",
  "fmax_ev_per_a": 6.55,
  "symbols": ["O", "Si", "F", "H", "H", "H"],
  "coordinates": [[0.658, -0.024, -1.227], [0.150, 0.054, 0.571], [1.546, 0.219, 1.303], [1.225, 0.640, -1.442], [-0.803, 0.997, 1.193], [-0.251, -1.243, 0.683]],
  "nbo_charge": [-1.044, 1.722, -0.651, 0.467, -0.228, -0.266]
}

=====

Entry 2:
{
  "formula": "FH3OSi",
  "method": "wB97M-V/def2-TZVPD",
  "lumo_energy_ev": -0.74,
  "e_homo_ev": -9.1,
  "spin_multiplicity": 1,
  "charge": 0,
  "homo_lumo_gap_ha": 0.3058,
  "fmax_ev_per_a": 3.76,
  "symbols": ["O", "F", "Si", "H", "H", "H"],
  "coordinates": [[-1.075, 0.425, -1.000], [1.673, -1.918, 1.571], [0.758, -0.656, 2.176], [-0.364, 0.990, -0.665], [-1.634, 1.076, -1.296], [0.556, 0.310, 1.029]],
  "nbo_charge": [-0.922, -0.698, 1.086, 0.465, 0.457, -0.388]
}

=====

Entry 3:
{
  "formula": "FH3P2",
  "method": "wB97M-V/def2-TZVPD",
  "lumo_energy_ev": -1.82,
  "e_homo_ev": -9.8,
  "spin_multiplicity": 1,
  "charge": 0,
  "homo_lumo_gap_ha": 0.2944,
  "fmax_ev_per_a": 4.29,
  "symbols": ["F", "P", "P", "H", "H", "H"],
  "coordinates": [[2.004, 0.846, -2.076], [0.446, 0.717, 0.301], [0.252, -0.478, -1.427], [-0.715, 0.201, 0.945], [-0.047, 1.787, -0.203], [0.875, -1.746, -0.850]],
  "nbo_charge": [-0.636, 0.091, 0.600, -0.004, -0.021, -0.031]
}

=====

Entry 4:
{
  "formula": "FH8O4Zr",
  "method": "wB97M-V/def2-TZVPD",
  "lumo_energy_ev": -18.44,
  "e_homo_ev": -21.3,
  "spin_multiplicity": 1,
  "charge": 3,
  "homo_lumo_gap_ha": 0.1065,
  "fmax_ev_per_a": 6.49,
  "symbols": ["Zr", "F", "O", "H", "H", "O", "H", "H", "O", "H", "H", "O", "H", "H"],
  "coordinates": [[-1.235, 1.510, 1.421], [-0.041, 0.261, 0.353], [-1.589, 1.921, -0.793], [-1.551, 2.760, -1.318], [-2.015, 1.260, -1.387], [-0.042, 0.293, 2.904], [-0.032, 0.658, 3.825], [0.295, -0.636, 2.994], [2.298, -0.110, -1.800], [2.002, -0.803, -2.427], [1.623, -0.041, -1.107], [0.417, -2.507, -0.742], [-0.221, -2.959, -1.327], [0.092, -1.608, -0.597]],
  "mulliken_charge": [2.209, -0.274, -0.478, 0.396, 0.396, -0.558, 0.437, 0.403, -0.398, 0.418, 0.269, -0.477, 0.407, 0.251]
}

=====

Entry 5:
{
  "formula": "FHHgO2P",
  "method": "wB97M-V/def2-TZVPD",
  "lumo_energy_ev": [0.16, -0.01],
  "e_homo_ev": [-7.1, -10.9],
  "spin_multiplicity": 2,
  "s_squared": 0.7529,
  "charge": 0,
  "homo_lumo_gap_ha": [0.2683, 0.3982],
  "fmax_ev_per_a": 6.63,
  "symbols": ["P", "O", "O", "F", "Hg", "H"],
  "coordinates": [[1.656, 0.985, 0.036], [2.256, -0.519, -0.128], [0.161, 0.092, 0.313], [-3.350, 0.180, -0.334], [-1.628, 0.245, 0.003], [0.906, -0.982, 0.109]],
  "nbo_charge": [0.982, -1.055, -1.202, -0.705, 1.424, 0.555]
}

=====

Entry 6:
{
  "formula": "FHInO2P",
  "method": "wB97M-V/def2-TZVPD",
  "lumo_energy_ev": -12.44,
  "e_homo_ev": -23.2,
  "spin_multiplicity": 1,
  "charge": 2,
  "homo_lumo_gap_ha": 0.3936,
  "fmax_ev_per_a": 4.68,
  "symbols": ["P", "O", "O", "F", "In", "H"],
  "coordinates": [[1.641, 0.886, -0.026], [2.004, -0.656, -0.053], [0.173, 0.544, 0.439], [-3.247, -0.020, -0.474], [-1.578, 0.336, -0.162], [1.007, -1.090, 0.276]],
  "mulliken_charge": [0.857, -0.323, -0.340, -0.170, 1.520, 0.456]
}

=====

Entry 7:
{
  "formula": "FHN2O3",
  "method": "wB97M-V/def2-TZVPD",
  "lumo_energy_ev": -1.50,
  "e_homo_ev": -10.2,
  "spin_multiplicity": 1,
  "charge": 0,
  "homo_lumo_gap_ha": 0.3187,
  "smiles": "O=N[N+](=O)[O-].F",
  "fmax_ev_per_a": 3.43,
  "symbols": ["O", "N", "N", "O", "O", "F", "H"],
  "coordinates": [[-1.668, -0.518, 2.252], [-0.672, 0.009, 1.906], [-0.057, 0.815, 3.265], [1.148, 0.870, 3.214], [-0.886, 1.040, 4.070], [1.700, 0.813, -0.964], [2.053, 0.676, -1.824]],
  "nbo_charge": [-0.162, 0.278, 0.531, -0.332, -0.314, -0.558, 0.559]
}

=====

Entry 8:
{
  "formula": "FHNO3P",
  "method": "wB97M-V/def2-TZVPD",
  "lumo_energy_ev": 7.78,
  "e_homo_ev": 1.1,
  "spin_multiplicity": 1,
  "charge": -2,
  "homo_lumo_gap_ha": 0.2455,
  "fmax_ev_per_a": 6.09,
  "symbols": ["N", "O", "O", "O", "F", "P", "H"],
  "coordinates": [[-0.855, -0.770, 0.482], [-2.187, 0.604, -1.416], [-2.333, 1.125, 1.075], [-3.399, -1.003, 0.094], [-0.229, -1.785, -0.308], [-2.338, 0.061, -0.005], [0.107, 0.187, 0.597]],
  "nbo_charge": [-0.552, -1.276, -1.245, -1.253, -0.348, 2.422, 0.253]
}

=====

Entry 9:
{
  "formula": "FHOS",
  "method": "wB97M-V/def2-TZVPD",
  "lumo_energy_ev": [-2.40, -2.43],
  "e_homo_ev": [-10.2, -10.2],
  "spin_multiplicity": 1,
  "charge": 0,
  "homo_lumo_gap_ha": [0.2878, 0.2862],
  "smiles": "O=S.F",
  "fmax_ev_per_a": 3.12,
  "symbols": ["O", "S", "F", "H"],
  "coordinates": [[0.847, -0.664, 0.364], [1.630, 0.579, 0.060], [-1.625, 0.343, -0.335], [-0.852, -0.257, -0.089]],
  "nbo_charge": [-0.726, 0.749, -0.592, 0.569]
}

=====

Entry 10:
{
  "formula": "FI2PS",
  "method": "wB97M-V/def2-TZVPD",
  "lumo_energy_ev": -2.56,
  "e_homo_ev": -9.2,
  "spin_multiplicity": 1,
  "charge": 0,
  "homo_lumo_gap_ha": 0.2435,
  "smiles": "S=PI.FI",
  "fmax_ev_per_a": 2.87,
  "symbols": ["S", "P", "I", "F", "I"],
  "coordinates": [[-1.708, -1.526, 1.548], [-0.881, -0.378, 0.332], [-1.253, 1.908, 1.168], [1.678, -0.969, -1.839], [2.165, 0.965, -1.209]],
  "nbo_charge": [-0.308, 0.480, -0.182, -0.526, 0.535]
}

=====

Entry 11:
{
  "formula": "FIrNO3S2",
  "method": "wB97M-V/def2-TZVPD",
  "lumo_energy_ev": [-6.90, -9.59],
  "e_homo_ev": [-15.6, -15.5],
  "spin_multiplicity": 5,
  "s_squared": 6.0234,
  "charge": 1,
  "homo_lumo_gap_ha": [0.3194, 0.2177],
  "fmax_ev_per_a": 5.91,
  "symbols": ["Ir", "F", "N", "S", "O", "O", "S", "O"],
  "coordinates": [[0.837, -0.401, 1.446], [1.922, 1.092, 1.616], [-0.954, 0.672, -1.019], [-1.834, -0.537, -0.106], [-2.124, -1.561, -1.145], [-0.724, -1.111, 0.842], [0.580, 0.580, -1.068], [1.181, 1.658, -1.871]],
  "nbo_charge": [1.569, -0.503, -0.883, 1.710, -0.796, -0.857, 1.436, -0.676]
}

=====

Entry 12:
{
  "formula": "FLi5",
  "method": "wB97M-V/def2-TZVPD",
  "lumo_energy_ev": -13.69,
  "e_homo_ev": -22.4,
  "spin_multiplicity": 1,
  "charge": 4,
  "homo_lumo_gap_ha": 0.3196,
  "fmax_ev_per_a": 0.80,
  "symbols": ["Li", "Li", "Li", "Li", "Li", "F"],
  "coordinates": [[-3.549, -0.130, 0.728], [-0.386, -2.511, 3.669], [3.389, -0.002, 0.551], [0.265, -0.541, -3.432], [0.336, 3.194, -1.494], [-0.055, -0.011, -0.022]],
  "nbo_charge": [1.000, 1.000, 0.999, 0.998, 0.998, -0.995]
}